[1]
The following is a DFT calculation (the ωB97M-V functional and the def2-TZVPD basis) of a structure of composition C47H53AsN3SSi2Ti in a non-equilibrium geometry.

strongest force on any atom = 0.036 Eh/bohr
multiplicity = 3
energy relative to the best compared isomer or geometry (same formula, charge and spin) = 1.1878 eV
charge = -1
molecular weight = 870.99 g/mol
Kohn-Sham gap (spin up / spin down) = 4.84 / 6.54 eV

Positions of all 108 atoms, in Å:
Ti1 -0.323 1.454 0.140
C1 4.781 -3.518 -0.671
C2 4.280 -2.650 0.494
C3 2.965 -3.230 1.005
C4 5.305 -2.681 1.639
C5 4.090 -1.222 0.004
C6 5.207 -0.562 -0.509
C7 5.133 0.736 -0.991
C8 3.917 1.377 -0.972
S1 3.540 2.998 -1.505
C9 1.895 2.781 -0.876
N1 1.652 1.527 -0.410
C10 2.764 0.753 -0.444
C11 2.873 -0.558 0.043
C12 1.020 3.850 -0.587
C13 1.303 5.202 -0.860
C14 0.485 6.177 -0.328
C15 -0.596 5.834 0.478
C16 -0.905 4.490 0.699
C17 -0.143 3.471 0.153
H1 4.823 -4.564 -0.371
H2 5.777 -3.218 -0.988
H3 4.107 -3.426 -1.518
H4 3.100 -4.253 1.349
H5 2.222 -3.234 0.209
H6 2.593 -2.640 1.839
H7 5.410 -3.697 2.018
H8 4.978 -2.042 2.456
H9 6.284 -2.342 1.310
H10 6.158 -1.070 -0.536
H11 6.014 1.234 -1.368
H12 1.972 -0.995 0.465
H13 2.175 5.463 -1.449
H14 0.704 7.221 -0.511
H15 -1.193 6.618 0.929
H16 -1.763 4.237 1.318
C18 -2.406 1.474 -3.256
Si1 -3.147 2.034 -1.573
C19 -3.111 3.958 -1.628
C20 -5.001 1.593 -1.916
N2 -2.289 1.424 -0.208
C21 -2.822 1.342 1.073
C22 -4.192 1.420 1.330
C23 -4.722 1.311 2.606
C24 -3.881 1.111 3.681
C25 -2.516 1.032 3.468
C26 -1.952 1.152 2.199
N3 -0.580 1.104 2.014
Si2 0.535 1.444 3.282
C27 2.288 1.769 2.604
C28 0.111 3.023 4.302
C29 0.751 -0.008 4.541
H17 -2.686 2.193 -4.022
H18 -2.806 0.510 -3.555
H19 -1.325 1.412 -3.270
H20 -3.665 4.350 -2.476
H21 -2.086 4.315 -1.701
H22 -3.541 4.382 -0.725
H23 -5.212 1.699 -2.978
H24 -5.691 2.246 -1.387
H25 -5.231 0.567 -1.646
H26 -4.865 1.571 0.506
H27 -5.791 1.393 2.754
H28 -4.277 1.026 4.684
H29 -1.857 0.881 4.311
H30 2.274 2.579 1.879
H31 2.711 0.888 2.133
H32 2.960 2.059 3.407
H33 0.229 3.905 3.679
H34 0.762 3.128 5.165
H35 -0.914 3.015 4.657
H36 1.136 -0.897 4.050
H37 -0.184 -0.284 5.016
H38 1.450 0.269 5.324
C30 -0.616 -5.762 1.131
C31 -0.875 -5.528 -0.213
C32 -0.841 -4.247 -0.726
C33 -0.530 -3.155 0.101
C34 -0.295 -3.405 1.459
C35 -0.325 -4.687 1.968
As1 -0.669 -1.245 -0.447
C36 0.527 -1.223 -2.004
C37 1.274 -2.303 -2.467
C38 2.196 -2.140 -3.485
C39 2.411 -0.886 -4.042
C40 1.677 0.200 -3.595
C41 0.742 0.026 -2.591
C42 -2.365 -1.588 -1.375
C43 -3.525 -1.532 -0.607
C44 -4.748 -1.862 -1.157
C45 -4.824 -2.282 -2.479
C46 -3.673 -2.368 -3.243
C47 -2.449 -2.024 -2.696
H39 -0.659 -6.768 1.523
H40 -1.111 -6.365 -0.857
H41 -1.064 -4.083 -1.774
H42 -0.086 -2.558 2.112
H43 -0.131 -4.859 3.018
H44 1.138 -3.279 -2.016
H45 2.759 -2.989 -3.852
H46 3.156 -0.765 -4.814
H47 1.844 1.182 -4.016
H48 0.178 0.885 -2.215
H49 -3.462 -1.201 0.427
H50 -5.650 -1.789 -0.563
H51 -5.787 -2.535 -2.902
H52 -3.729 -2.702 -4.273
H53 -1.552 -2.075 -3.311

Atomic partial charges in e from the Löwdin method, atoms 1 to 2: number 1, Ti, carries 0.751; number 2, C, carries -0.039


[2]
The following is a DFT calculation (the ωB97M-V functional and the def2-TZVPD basis) of a structure of composition C5H11NO2 in a non-equilibrium geometry.

strongest force on any atom = 0.085 Eh/bohr
multiplicity = 1
energy relative to the best compared isomer or geometry (same formula, charge and spin) = 4.3509 eV
molecular weight = 117.15 g/mol
Kohn-Sham gap = 9.57 eV

Positions of all 19 atoms, in Å:
C1 0.566 0.043 -0.112
C2 -0.364 -0.988 -0.769
C3 0.807 1.275 -0.988
C4 -1.754 -0.457 -1.117
N1 -0.025 0.431 1.162
C5 0.557 -1.356 2.509
O1 0.950 1.185 1.925
O2 1.576 -1.807 2.251
H1 0.530 2.042 2.062
H2 1.542 -0.445 0.055
H3 -0.348 -0.481 2.024
H4 0.128 -1.356 -1.674
H5 -0.464 -1.845 -0.095
H6 -0.111 1.849 -1.104
H7 1.561 1.915 -0.534
H8 1.163 0.972 -1.973
H9 -2.384 -1.265 -1.491
H10 -2.230 -0.021 -0.240
H11 -1.701 0.308 -1.891

Atomic partial charges in e from the Löwdin method, atoms 1 to 2: number 1, C, carries -0.450; number 2, C, carries -0.219


[3]
The following is a DFT calculation (the ωB97M-V functional and the def2-TZVPD basis) of an isolated molecule of C4H7NO.

strongest force on any atom = 0.007 Eh/bohr
multiplicity = 1
energy relative to the best compared isomer or geometry (same formula, charge and spin) = 3.3580 eV
SMILES = CO/C=C1/CN1
molecular weight = 85.11 g/mol
Kohn-Sham gap = 9.41 eV

Positions of all 13 atoms, in Å:
C1 1.139 -1.638 -0.460
O1 -0.046 -1.839 0.289
C2 -0.610 -0.711 0.799
C3 -0.489 0.521 0.335
C4 -0.783 1.937 0.377
N1 0.096 1.335 -0.662
H1 1.449 -2.622 -0.814
H2 0.980 -0.971 -1.314
H3 1.922 -1.204 0.174
H4 -1.227 -0.922 1.667
H5 -1.777 2.277 0.090
H6 -0.255 2.590 1.069
H7 -0.397 1.246 -1.549

Atomic partial charges in e from the Löwdin method, atoms 1 to 2: number 1, C, carries -0.091; number 2, O, carries -0.134


[4]
The following is a DFT calculation (the ωB97M-V functional and the def2-TZVPD basis) of a cluster of 2 separate species, C8H15NO in total in a non-equilibrium geometry.

strongest force on any atom = 0.038 Eh/bohr
multiplicity = 1
energy relative to the best compared isomer or geometry (same formula, charge and spin) = 3.5968 eV
SMILES = C=CN1CC1(C)C.C=CO
molecular weight = 141.21 g/mol
Kohn-Sham gap = 8.66 eV

Positions of all 25 atoms, in Å:
C1 1.786 -0.914 -1.396
C2 0.942 -0.913 -0.358
N1 -0.075 0.029 -0.147
C3 -0.790 0.724 -1.192
C4 -1.501 -0.214 -0.281
C5 -1.974 -1.541 -0.833
C6 -2.361 0.348 0.830
H1 1.819 -0.094 -2.094
H2 2.529 -1.685 -1.508
H3 0.892 -1.752 0.326
H4 -0.623 0.420 -2.220
H5 -0.884 1.794 -1.048
H6 -2.081 -2.273 -0.031
H7 -1.271 -1.927 -1.570
H8 -2.947 -1.419 -1.310
H9 -2.430 -0.361 1.650
H10 -1.936 1.273 1.207
H11 -3.362 0.549 0.460
C7 1.134 1.438 1.761
C8 2.297 0.870 1.401
O1 3.087 1.425 0.431
H12 0.591 1.071 2.614
H13 0.833 2.392 1.352
H14 2.712 0.031 1.948
H15 3.610 0.730 0.009

Atomic partial charges in e from the Löwdin method, atoms 1 to 2: number 1, C, carries 0.008; number 2, C, carries -0.217


[5]
The following is a DFT calculation (the ωB97M-V functional and the def2-TZVPD basis) of a cluster of 6 separate species, C51H53B2FNO28 in total in a non-equilibrium geometry.

strongest force on any atom = 0.071 Eh/bohr
multiplicity = 1
charge = +1
molecular weight = 1168.59 g/mol
Kohn-Sham gap = 5.66 eV

Positions of all 136 atoms, in Å:
C1 5.992 -4.954 -2.189
C2 6.878 -4.712 -1.165
C3 7.568 -3.305 -1.143
O1 7.862 -2.755 -0.110
O2 7.789 -2.722 -2.385
C4 6.781 -1.697 -2.611
C5 6.771 -1.227 -4.109
C6 6.028 -2.270 -5.041
C7 4.436 -2.220 -4.809
C8 3.716 -1.216 -5.794
C9 2.188 -1.520 -6.044
O3 1.809 -2.893 -5.742
C10 0.516 -2.947 -5.243
O4 -0.346 -3.318 -5.987
C11 0.257 -2.581 -3.752
C12 1.081 -3.174 -2.691
C13 2.255 -4.191 -2.860
O5 2.165 -5.043 -3.975
C14 1.001 -5.883 -3.941
C15 1.029 -7.022 -2.835
C16 -0.312 -6.942 -1.971
C17 0.792 -2.730 -1.316
N1 -0.183 -1.812 -1.026
F1 -0.327 -1.452 0.265
C18 -1.004 -1.231 -1.992
B1 -2.111 -0.158 -1.427
C19 -2.092 1.406 -1.781
O6 -3.134 -0.596 -0.577
C20 -0.814 -1.594 -3.395
B2 -1.778 -0.905 -4.521
O7 -1.879 0.483 -4.678
O8 -2.583 -1.685 -5.370
C21 -3.054 -2.895 -4.705
H1 5.289 -4.141 -2.485
H2 5.979 -5.914 -2.759
H3 7.127 -5.465 -0.380
H4 7.109 -0.808 -1.998
H5 5.761 -2.014 -2.257
H6 7.827 -1.047 -4.442
H7 6.158 -0.280 -4.132
H8 6.398 -3.314 -4.821
H9 6.226 -2.081 -6.131
H10 4.088 -3.281 -4.894
H11 4.213 -1.887 -3.750
H12 3.758 -0.190 -5.322
H13 4.258 -1.118 -6.769
H14 1.489 -0.781 -5.549
H15 2.010 -1.385 -7.153
H16 2.350 -4.746 -1.874
H17 3.207 -3.596 -2.950
H18 0.976 -6.411 -4.938
H19 0.025 -5.334 -3.865
H20 1.956 -7.039 -2.210
H21 0.970 -8.017 -3.364
H22 -1.178 -6.536 -2.571
H23 -0.201 -6.340 -1.034
H24 -0.597 -8.010 -1.752
H25 1.395 -3.133 -0.473
H26 -2.927 1.625 -2.515
H27 -2.285 2.060 -0.889
H28 -1.146 1.671 -2.321
H29 -2.825 -1.316 0.013
H30 -2.839 0.677 -4.639
H31 -3.607 -2.572 -3.778
H32 -3.798 -3.406 -5.379
H33 -2.244 -3.636 -4.497
C22 -4.805 1.850 3.299
C23 -4.316 0.990 2.400
C24 -3.414 -0.137 2.811
O9 -2.999 -0.919 1.966
C25 -3.059 -0.254 4.220
C26 -3.547 0.611 5.118
C27 -4.467 1.716 4.716
O10 -4.897 2.463 5.571
O11 -3.233 0.526 6.419
O12 -4.619 1.104 1.087
H34 -5.458 2.665 3.020
H35 -2.394 -1.059 4.500
H36 -3.711 1.262 6.855
H37 -4.152 0.372 0.633
C28 -6.120 6.413 9.082
C29 -5.633 5.552 8.186
C30 -4.736 4.430 8.588
O13 -4.333 3.661 7.733
C31 -4.375 4.308 9.999
C32 -4.859 5.171 10.899
C33 -5.780 6.279 10.500
O14 -6.212 7.031 11.352
O15 -4.540 5.082 12.202
O16 -5.931 5.654 6.872
H38 -6.774 7.229 8.802
H39 -3.710 3.501 10.274
H40 -5.016 5.815 12.639
H41 -5.459 4.915 6.438
C34 7.831 3.913 -7.602
C35 7.065 3.377 -6.647
C36 6.450 2.024 -6.806
O17 5.772 1.565 -5.901
C37 6.685 1.306 -8.055
C38 7.448 1.842 -9.014
C39 8.086 3.183 -8.844
O18 8.788 3.626 -9.732
O19 7.676 1.200 -10.171
O20 6.813 4.031 -5.495
H42 8.283 4.889 -7.497
H43 6.220 0.336 -8.165
H44 8.254 1.793 -10.690
H45 6.242 3.435 -4.976
C40 3.340 -3.739 2.332
C41 2.923 -3.430 3.564
C42 3.599 -2.370 4.375
O21 3.173 -2.109 5.484
C43 4.755 -1.693 3.792
C44 5.177 -2.004 2.560
C45 4.482 -3.045 1.739
O22 4.881 -3.287 0.613
O23 6.241 -1.395 2.010
O24 1.877 -4.056 4.131
H46 2.858 -4.502 1.735
H47 5.246 -0.942 4.395
H48 6.350 -1.791 1.121
H49 1.779 -3.652 5.016
C46 -10.594 8.467 6.800
C47 -11.856 8.069 6.984
C48 -12.202 6.626 7.164
O25 -13.362 6.309 7.348
C49 -11.117 5.647 7.106
C50 -9.854 6.044 6.917
C51 -9.506 7.491 6.765
O26 -8.341 7.811 6.615
O27 -8.840 5.160 6.858
O28 -12.874 8.949 7.018
H50 -10.331 9.508 6.671
H51 -11.382 4.605 7.220
H52 -8.031 5.694 6.716
H53 -13.678 8.413 7.164

Atomic partial charges in e from the Löwdin method, atoms 1 to 2: number 1, C, carries 0.029; number 2, C, carries -0.035


[6]
The following is a DFT calculation (the ωB97M-V functional and the def2-TZVPD basis) of a structure of composition C7H9N5OPdS3.

strongest force on any atom = 0.007 Eh/bohr
multiplicity = 2
energy relative to the best compared isomer or geometry (same formula, charge and spin) = 0.0000 eV
charge = -1
molecular weight = 381.80 g/mol
Kohn-Sham gap (spin up / spin down) = 6.29 / 6.80 eV

Positions of all 26 atoms, in Å:
Pd1 0.298 0.238 -1.415
N1 2.499 0.441 -0.895
N2 3.017 1.740 -0.978
C1 2.206 2.763 -1.336
N3 2.790 3.990 -1.167
S1 0.655 2.620 -1.914
H1 2.284 0.273 0.111
H2 3.172 -0.216 -1.265
H3 3.691 1.970 -0.259
H4 3.786 4.051 -1.310
H5 2.253 4.754 -1.541
O1 -1.908 0.056 -1.140
N4 -2.236 -1.011 -0.441
C2 -3.385 -0.942 0.270
C3 -3.848 -1.994 1.009
C4 -3.095 -3.170 1.032
C5 -1.923 -3.223 0.323
C6 -1.451 -2.132 -0.432
S2 0.017 -2.176 -1.307
H6 -3.874 0.017 0.192
H7 -4.766 -1.885 1.569
H8 -3.419 -4.023 1.614
H9 -1.300 -4.106 0.331
S3 0.859 0.571 4.321
C7 1.577 0.664 2.836
N5 2.102 0.732 1.794

Atomic partial charges in e from the Löwdin method, atoms 1 to 2: number 1, Pd, carries 0.285; number 2, N, carries -0.084


[7]
The following is a DFT calculation (the ωB97M-V functional and the def2-TZVPD basis) of a cluster of 2 separate species, C7H8ClN4 in total in a non-equilibrium geometry.

strongest force on any atom = 0.148 Eh/bohr
multiplicity = 1
energy relative to the best compared isomer or geometry (same formula, charge and spin) = 0.5451 eV
charge = +1
molecular weight = 183.62 g/mol
Kohn-Sham gap (spin up / spin down) = 8.15 / 8.15 eV

Positions of all 20 atoms, in Å:
C1 0.406 2.812 1.198
C2 -0.852 2.319 0.924
C3 1.592 2.174 0.767
C4 -1.051 1.209 0.086
C5 1.421 1.013 0.001
C6 0.133 0.524 -0.317
C7 -0.982 -2.439 -1.734
N1 -1.403 -1.400 -1.096
N2 0.323 -2.480 -1.962
N3 0.010 -0.641 -0.960
N4 0.884 -1.380 -1.494
Cl1 -0.159 -2.977 2.371
H1 0.539 3.549 2.047
H2 -1.644 2.958 1.228
H3 2.596 2.460 0.859
H4 -1.990 0.918 -0.180
H5 2.248 0.547 -0.588
H6 -1.758 -3.302 -1.916
H7 0.881 -3.113 -2.398
H8 -1.193 -2.749 3.164

Atomic partial charges in e from the Löwdin method, atoms 1 to 2: number 1, C, carries -0.046; number 2, C, carries -0.046


[8]
The following is a DFT calculation (the ωB97M-V functional and the def2-TZVPD basis) of a structure of composition C28H43BrGeI2N3O5Si3Ti.

strongest force on any atom = 0.018 Eh/bohr
multiplicity = 4
energy relative to the best compared isomer or geometry (same formula, charge and spin) = 0.7884 eV
charge = -2
molecular weight = 1040.12 g/mol
Kohn-Sham gap (spin up / spin down) = 4.48 / 5.14 eV

Positions of all 87 atoms, in Å:
Ti1 0.975 -0.430 1.254
O1 -0.194 -1.910 1.868
N1 0.328 -2.944 2.543
N2 1.668 -2.810 2.539
O2 2.206 -1.824 1.775
C1 2.497 -3.599 3.284
C2 3.886 -3.392 3.245
C3 4.717 -4.204 3.993
C4 4.208 -5.228 4.789
C5 2.830 -5.421 4.826
C6 1.972 -4.625 4.091
H1 4.276 -2.585 2.642
H2 5.786 -4.028 3.960
H3 4.870 -5.855 5.373
H4 2.412 -6.206 5.447
H5 0.903 -4.769 4.127
C7 -1.021 0.234 -4.540
Si1 0.001 0.643 -2.992
C8 -0.387 2.457 -2.627
C9 1.817 0.560 -3.507
Ge1 -0.414 -0.740 -1.110
Si2 0.371 -2.888 -1.805
C10 0.098 -3.317 -3.636
C11 2.234 -3.080 -1.555
C12 -0.456 -4.253 -0.799
Si3 -2.776 -1.032 -1.125
C13 -3.423 -2.172 -2.498
C14 -3.654 0.615 -1.435
C15 -3.394 -1.727 0.519
H6 -0.705 0.876 -5.369
H7 -2.084 0.417 -4.360
H8 -0.909 -0.806 -4.849
H9 -0.308 3.065 -3.535
H10 0.307 2.864 -1.889
H11 -1.398 2.567 -2.228
H12 2.022 1.251 -4.331
H13 2.088 -0.447 -3.834
H14 2.467 0.824 -2.669
H15 0.656 -2.635 -4.282
H16 -0.955 -3.270 -3.921
H17 0.460 -4.333 -3.829
H18 2.793 -2.422 -2.226
H19 2.528 -4.113 -1.773
H20 2.532 -2.856 -0.530
H21 -1.539 -4.271 -0.945
H22 -0.270 -4.099 0.267
H23 -0.058 -5.233 -1.085
H24 -3.121 -1.807 -3.483
H25 -4.518 -2.199 -2.467
H26 -3.056 -3.194 -2.390
H27 -3.419 0.997 -2.432
H28 -3.362 1.374 -0.708
H29 -4.740 0.485 -1.370
H30 -3.450 -2.818 0.480
H31 -4.392 -1.345 0.756
H32 -2.711 -1.469 1.330
O3 4.422 0.627 1.973
H33 3.931 1.050 2.685
H34 4.168 1.124 1.174
Br1 0.280 8.256 0.341
C16 0.838 6.432 0.270
C17 2.143 6.145 -0.090
C18 2.520 4.814 -0.091
C19 1.646 3.780 0.226
C20 0.303 4.102 0.556
C21 -0.074 5.456 0.595
C22 2.229 2.395 0.209
O4 3.386 2.235 -0.191
O5 1.493 1.433 0.661
H35 2.837 6.932 -0.346
H36 3.532 4.529 -0.347
H37 -0.166 2.221 1.061
H38 -1.069 5.730 0.907
I1 0.717 0.865 3.858
I2 -0.056 1.429 6.930
N3 -0.595 3.117 0.872
C23 -1.985 3.180 0.967
C24 -2.616 2.315 1.865
C25 -3.997 2.284 1.956
C26 -4.778 3.120 1.167
C27 -4.155 3.969 0.265
C28 -2.773 3.996 0.151
H39 -2.006 1.672 2.490
H40 -4.463 1.600 2.654
H41 -5.857 3.094 1.241
H42 -4.749 4.604 -0.382
H43 -2.304 4.621 -0.597

Atomic partial charges in e from the Löwdin method, atoms 1 to 2: number 1, Ti, carries 0.566; number 2, O, carries -0.434